DFT (ωB97M-V/def2-TZVPD) results for the ion C11H12FN2 with charge +1 at a distorted geometry.

Values from the calculation:
ΔE to the lowest compared entry with this formula, charge and spin (kJ/mol): 168.6
Net charge: +1
Kohn-Sham gap (Ha): 0.274
Calculated total energy (eV): -17287.9898
SMILES: C#[N+]c1cc(F)ccc1N1[C@H](C)[C@H]1C

Each line ends with the Löwdin charge.
Positions of all 26 atoms, in Å:
C: -0.03842 -2.60454 -0.08286  0.308
C: 1.27964 1.32748 0.71966  0.035
C: 2.62453 1.59359 0.51493  0.074
C: 2.99204 -0.74287 -0.21013  0.073
C: 1.65842 -0.96563 0.00500  -0.189
C: 0.73669 0.09414 0.34095  -0.139
C: 3.43812 0.57332 -0.08276  -0.257
C: -1.16121 1.11956 -1.69406  -0.014
C: -2.84853 -0.64461 1.36989  -0.008
C: -1.52704 -0.02613 -0.73925  -0.222
C: -1.86946 0.26773 0.70384  -0.255
N: 1.07091 -2.19880 -0.18019  0.183
N: -0.60992 -0.24751 0.37470  0.001
F: 4.73434 0.72479 -0.23899  0.109
H: 0.61239 2.01331 0.97930  0.082
H: 3.11299 2.53787 0.57919  0.125
H: 3.72004 -1.57301 -0.69244  0.200
H: -1.99285 1.21358 -2.40789  0.096
H: -1.15203 2.05368 -1.10962  0.092
H: -0.25696 0.97712 -2.19898  0.061
H: -3.13833 -0.58267 2.34947  0.056
H: -3.70918 -0.32058 0.85243  0.080
H: -2.79712 -1.70359 1.08467  0.091
H: -2.18394 -0.76292 -1.23568  0.151
H: -0.66492 -3.41892 0.15462  0.126
H: -2.03019 1.29561 0.84420  0.141



DFT (ωB97M-V/def2-TZVPD) results for the molecule C11H12N2O at a distorted geometry.

Values from the calculation:
ΔE to the lowest compared entry with this formula, charge and spin (kJ/mol): 330.7
Kohn-Sham gap (Ha): 0.295
Calculated total energy (eV): -16626.6292
SMILES: [H]/N=C/Oc1c(C)c2ccccc2n1C

Each line ends with the Löwdin charge.
Positions of all 26 atoms, in Å:
C: -3.21580 0.87643 -0.18556  -0.099
C: -3.35079 -0.50252 -0.25563  -0.083
C: -1.97263 1.46015 0.00378  -0.012
C: -2.26972 -1.32887 0.08959  0.009
C: -0.81749 0.63775 0.03287  -0.119
C: -0.97268 -0.74452 0.12907  -0.180
C: 1.17681 -0.30405 0.36449  -0.303
C: 3.15681 0.12096 -0.41359  -0.257
C: 0.62050 0.93199 0.15720  -0.141
C: 1.11431 2.29478 0.64130  -0.022
C: 0.45461 -2.72947 0.13594  -0.047
N: 2.60085 0.76733 -1.33519  0.133
N: 0.27272 -1.33897 0.19300  -0.036
O: 2.44807 -0.60260 0.46838  0.086
H: -4.04497 1.43208 -0.23663  0.057
H: -4.28699 -0.82713 -0.41408  0.058
H: -1.72172 2.55918 0.02562  0.124
H: -2.26822 -2.43480 0.18908  0.106
H: 4.29225 0.11886 -0.40656  0.159
H: 2.10733 2.08387 0.77826  0.024
H: 0.69086 2.66222 1.53255  0.069
H: 1.04204 3.02944 -0.18070  0.095
H: 1.58402 -2.87935 -0.09471  0.119
H: 0.27244 -3.24064 1.25180  0.148
H: -0.11341 -3.30203 -0.50693  0.047
H: 3.20080 1.25992 -1.96334  0.067



Which formula does entry 1 have? C11H12FN2



Which formula does entry 2 have? C11H12N2O



Copy entry 2 word for word.
DFT (ωB97M-V/def2-TZVPD) results for the molecule C11H12N2O at a distorted geometry.

Values from the calculation:
ΔE to the lowest compared entry with this formula, charge and spin (kJ/mol): 330.7
Kohn-Sham gap (Ha): 0.295
Calculated total energy (eV): -16626.6292
SMILES: [H]/N=C/Oc1c(C)c2ccccc2n1C

Each line ends with the Löwdin charge.
Positions of all 26 atoms, in Å:
C: -3.21580 0.87643 -0.18556  -0.099
C: -3.35079 -0.50252 -0.25563  -0.083
C: -1.97263 1.46015 0.00378  -0.012
C: -2.26972 -1.32887 0.08959  0.009
C: -0.81749 0.63775 0.03287  -0.119
C: -0.97268 -0.74452 0.12907  -0.180
C: 1.17681 -0.30405 0.36449  -0.303
C: 3.15681 0.12096 -0.41359  -0.257
C: 0.62050 0.93199 0.15720  -0.141
C: 1.11431 2.29478 0.64130  -0.022
C: 0.45461 -2.72947 0.13594  -0.047
N: 2.60085 0.76733 -1.33519  0.133
N: 0.27272 -1.33897 0.19300  -0.036
O: 2.44807 -0.60260 0.46838  0.086
H: -4.04497 1.43208 -0.23663  0.057
H: -4.28699 -0.82713 -0.41408  0.058
H: -1.72172 2.55918 0.02562  0.124
H: -2.26822 -2.43480 0.18908  0.106
H: 4.29225 0.11886 -0.40656  0.159
H: 2.10733 2.08387 0.77826  0.024
H: 0.69086 2.66222 1.53255  0.069
H: 1.04204 3.02944 -0.18070  0.095
H: 1.58402 -2.87935 -0.09471  0.119
H: 0.27244 -3.24064 1.25180  0.148
H: -0.11341 -3.30203 -0.50693  0.047
H: 3.20080 1.25992 -1.96334  0.067



Which formula does entry 2 have? C11H12N2O